{
  "formula": "C5H13N3O",
  "method": "ωB97M-V/def2-TZVPD",
  "elements": ["C", "C", "C", "C", "O", "H", "H", "H", "H", "H", "H", "H", "H", "N", "N", "C", "N", "H", "H", "H", "H", "H"],
  "positions_angstrom": [[1.449, -0.143, -0.433], [1.067, -0.842, 1.026], [1.499, 1.367, -0.385], [0.981, -0.793, -1.612], [2.343, -0.809, 0.426], [0.955, -0.205, 1.895], [0.672, -1.845, 1.111], [1.640, 1.727, 0.633], [0.579, 1.796, -0.779], [2.343, 1.713, -0.983], [-0.483, -1.120, -1.263], [1.276, -1.828, -1.735], [0.969, -0.218, -2.530], [-1.613, 0.768, 0.402], [-1.631, 1.666, 1.476], [-1.585, -1.328, -0.418], [-1.385, -0.526, 0.666], [-2.294, 0.995, -0.319], [-2.093, 1.235, 2.276], [-0.673, 1.881, 1.734], [-2.463, -1.112, -1.036], [-1.553, -2.379, -0.152]],
  "atomic_forces_ev_per_a": [[-1.3, -0.2, 2.9], [0.7, 0.6, -1.8], [0.3, -0.2, -0.1], [-2.2, -1.1, -0.1], [1.0, 0.0, 0.0], [0.0, 0.1, 0.0], [-0.2, 0.1, -0.1], [0.1, -0.1, 0.0], [0.0, 0.0, -0.1], [0.0, 0.1, 0.0], [1.7, 0.6, -0.5], [0.3, 0.0, -0.1], [-0.1, 0.0, 0.0], [-0.2, 0.1, 0.0], [-0.1, -0.2, 0.0], [-0.8, 0.5, 2.1], [-0.1, -0.6, -1.7], [0.1, -0.1, 0.2], [0.1, 0.1, -0.1], [0.0, -0.1, 0.0], [0.5, 0.3, -0.4], [0.3, -0.1, -0.1]],
  "e_homo_ev": [-7.5, -7.5],
  "de_lowest_kcal_mol": 164.3,
  "e_lumo_ha": [0.0061, 0.0060],
  "fmax_ha_per_bohr": 0.061
}

---

{
  "formula": "C5H13N3O",
  "method": "ωB97M-V/def2-TZVPD",
  "elements": ["C", "C", "C", "C", "N", "C", "N", "O", "N", "H", "H", "H", "H", "H", "H", "H", "H", "H", "H", "H", "H", "H"],
  "positions_angstrom": [[0.865, -0.065, -0.874], [-1.612, 0.079, 0.297], [0.792, -1.469, -1.374], [0.730, 1.037, -1.864], [1.277, 0.176, 0.357], [-0.172, 0.094, 1.430], [-0.179, -1.152, 2.082], [-1.838, 1.420, -0.024], [-0.202, 1.231, 2.069], [-1.375, 1.922, 0.684], [1.571, 1.134, 0.524], [0.624, -1.293, 2.683], [-0.337, -1.944, 1.478], [-0.516, 1.110, 3.029], [-1.640, -0.519, -0.617], [-2.385, -0.325, 0.966], [-0.086, -1.613, -2.002], [0.786, -2.188, -0.560], [1.669, -1.639, -2.009], [-0.258, 1.489, -1.703], [0.816, 0.697, -2.894], [1.470, 1.819, -1.679]],
  "atomic_forces_ev_per_a": [[2.6, 0.8, 0.7], [1.5, 0.4, 1.7], [-0.9, 0.1, 0.3], [0.0, 0.2, -0.1], [-0.2, -0.4, -2.3], [-4.4, -1.1, -0.1], [0.2, 0.2, 0.2], [0.1, -0.3, -0.3], [0.2, 0.3, -0.3], [0.1, -0.1, 0.4], [-0.4, 0.2, -0.2], [-0.1, 0.0, -0.1], [0.1, 0.0, 0.0], [0.6, 0.0, -0.1], [0.6, -0.1, 0.0], [0.1, 0.1, 0.1], [0.0, -0.1, -0.1], [0.1, -0.1, 0.0], [0.0, 0.1, 0.2], [0.0, -0.1, -0.1], [-0.1, 0.0, 0.0], [-0.1, 0.0, 0.0]],
  "e_homo_ev": [-7.5, -7.5],
  "de_lowest_kcal_mol": 100.6,
  "e_lumo_ha": [-0.0046, -0.0046],
  "fmax_ha_per_bohr": 0.088
}

---

{
  "formula": "C5H13N3O",
  "method": "ωB97M-V/def2-TZVPD",
  "elements": ["C", "C", "C", "O", "H", "H", "H", "H", "H", "H", "C", "N", "N", "N", "C", "H", "H", "H", "H", "H", "H", "H"],
  "positions_angstrom": [[0.285, -0.467, -2.575], [0.498, -1.174, -0.227], [-0.425, -2.150, -0.274], [0.847, -0.275, -1.303], [1.425, -1.368, 0.302], [0.513, 0.405, -3.190], [-0.799, -0.607, -2.497], [0.750, -1.318, -3.091], [-0.323, -3.045, 0.316], [-1.342, -2.058, -0.831], [-0.364, 0.546, 1.155], [0.568, 0.264, 2.189], [-1.718, 0.260, 1.512], [1.063, 2.335, 0.356], [-0.152, 1.668, 0.368], [0.220, -0.409, 2.860], [0.914, 1.099, 2.644], [-1.785, -0.704, 1.822], [-2.328, 0.376, 0.711], [1.844, 1.713, 0.542], [1.215, 2.912, -0.458], [-0.907, 1.997, -0.330]],
  "atomic_forces_ev_per_a": [[-0.3, -0.4, 0.0], [1.6, -1.2, -3.2], [-0.2, 0.9, 0.0], [-0.2, -0.6, 1.6], [-0.3, 0.5, 0.5], [-0.1, 0.2, 0.3], [0.1, 0.0, -0.3], [-0.2, -0.2, 0.2], [0.0, 0.1, 0.5], [0.0, -0.1, -0.4], [-0.6, 4.0, 0.7], [0.4, -0.4, -0.4], [0.0, -0.7, -0.2], [0.3, 0.1, 0.0], [0.0, -2.3, 0.9], [0.1, 0.2, -0.1], [-0.2, 0.0, 0.1], [-0.2, -0.1, -0.2], [-0.1, -0.1, 0.0], [0.0, 0.2, -0.1], [0.1, -0.2, 0.0], [-0.2, 0.1, 0.1]],
  "e_homo_ev": -6.6,
  "de_lowest_kcal_mol": 95.4,
  "smiles": "NC=C(N)N.C=COC",
  "e_lumo_ha": 0.0346,
  "fmax_ha_per_bohr": 0.079
}

---

{
  "formula": "C5H13N3O",
  "method": "ωB97M-V/def2-TZVPD",
  "elements": ["C", "C", "C", "C", "C", "N", "N", "O", "N", "H", "H", "H", "H", "H", "H", "H", "H", "H", "H", "H", "H", "H"],
  "positions_angstrom": [[0.302, -0.580, 1.407], [-0.459, -1.929, 0.790], [1.800, -0.652, 1.081], [-0.796, -1.775, -0.661], [-0.348, 1.166, -0.109], [-1.209, 2.960, -1.403], [0.743, 1.323, -0.951], [-1.255, 2.212, -0.178], [-0.418, 0.565, 1.015], [0.181, -0.651, 2.495], [-2.179, 3.011, -1.708], [-0.917, 3.900, -1.137], [0.524, 1.850, -1.786], [1.276, 0.489, -1.127], [-1.363, -2.054, 1.382], [0.230, -2.756, 0.966], [2.273, -1.379, 1.738], [1.991, -0.973, 0.058], [2.267, 0.320, 1.233], [-1.506, -2.529, -0.990], [-1.218, -0.710, -0.810], [0.082, -1.808, -1.303]],
  "atomic_forces_ev_per_a": [[-0.4, -2.2, -0.6], [1.1, 1.7, 1.2], [-0.2, 0.1, 0.2], [-0.4, 1.8, -0.5], [1.6, 1.4, 2.5], [0.1, -0.2, 0.1], [-0.6, -0.4, -0.6], [-0.4, 0.2, -0.8], [-1.1, 0.4, -1.5], [0.1, -0.1, -0.2], [0.2, 0.0, 0.2], [-0.1, -0.2, 0.1], [0.0, -0.1, 0.0], [0.0, -0.1, 0.1], [0.0, -0.2, 0.0], [-0.1, -0.2, 0.1], [0.1, 0.0, 0.0], [0.0, -0.1, -0.1], [0.1, 0.0, 0.0], [-0.1, 0.1, -0.1], [0.1, -1.9, 0.0], [0.2, -0.2, -0.1]],
  "e_homo_ev": -8.5,
  "de_lowest_kcal_mol": 72.2,
  "smiles": "CC[C@@H](C)/N=C(\\N)ON",
  "e_lumo_ha": 0.0322,
  "fmax_ha_per_bohr": 0.064
}

---

{
  "formula": "C5H13N3O2",
  "method": "ωB97M-V/def2-TZVPD",
  "elements": ["C", "C", "C", "N", "N", "N", "H", "H", "H", "H", "H", "H", "H", "H", "H", "H", "C", "C", "O", "O", "H", "H", "H"],
  "positions_angstrom": [[-1.423, -0.497, 2.013], [0.012, -0.938, 2.390], [-2.198, -1.090, -0.271], [-1.916, -1.330, 0.955], [-1.803, 0.050, -0.906], [-2.769, -2.058, -1.050], [-2.055, -0.528, 2.904], [-1.418, 0.498, 1.635], [0.484, -0.153, 2.958], [0.447, -1.192, 1.422], [3.620, 0.157, -1.664], [-2.391, 0.881, -0.896], [-1.560, -0.213, -1.857], [-3.746, -1.963, -1.275], [-2.692, -3.007, -0.685], [-0.027, -1.887, 2.930], [2.157, 2.129, 0.364], [2.445, 1.462, -0.926], [2.151, 1.945, -1.989], [3.150, 0.320, -0.831], [1.709, 1.549, 1.179], [1.455, 2.937, 0.240], [3.003, 2.564, 0.900]],
  "atomic_forces_ev_per_a": [[0.7, -0.6, 0.7], [-1.3, -1.1, -0.9], [-0.8, 0.2, -0.3], [0.3, -0.1, 0.4], [-0.1, -0.1, -0.7], [0.0, -1.5, 0.9], [-0.4, -0.1, -0.2], [-0.2, 1.1, -0.1], [0.4, 0.1, 0.0], [0.8, 0.5, 0.3], [-0.4, 0.0, -0.1], [0.4, 0.0, 0.6], [0.0, 0.4, -0.1], [-0.2, 0.8, -0.7], [0.4, 0.1, 0.2], [0.1, 0.3, 0.2], [-0.8, 0.4, 1.9], [0.5, 0.4, -0.8], [-0.1, -0.2, 0.1], [0.3, -0.1, 0.5], [0.1, -0.7, -0.5], [-0.1, 0.3, -0.5], [0.5, -0.1, -0.6]],
  "total_charge": 1,
  "e_homo_ev": [-13.1, -13.1],
  "spin_multiplicity": 2,
  "de_lowest_kcal_mol": 16.0,
  "s_squared": 0.757,
  "e_lumo_ha": [-0.1402, -0.2845],
  "fmax_ha_per_bohr": 0.040
}

---

{
  "formula": "C5H13N3O2S",
  "method": "ωB97M-V/def2-TZVPD",
  "elements": ["C", "C", "C", "C", "C", "N", "N", "N", "O", "O", "S", "H", "H", "H", "H", "H", "H", "H", "H", "H", "H", "H", "H", "H"],
  "positions_angstrom": [[1.260, 1.204, 2.396], [-1.750, -2.962, -1.158], [-0.399, 2.445, -1.272], [1.057, 1.245, 0.928], [-0.805, -1.103, 0.033], [1.492, -0.645, -0.556], [0.422, -0.161, 0.294], [-0.650, -2.023, -0.792], [-1.429, 2.189, 1.333], [0.330, 3.789, 1.091], [-0.209, 2.555, 0.651], [1.676, 2.177, 2.868], [0.141, 1.009, 2.780], [1.842, 0.330, 2.590], [-1.814, -2.958, -2.160], [-1.405, -3.842, -0.627], [-2.583, -2.637, -0.520], [-0.833, 1.517, -1.319], [-1.010, 3.402, -1.481], [0.564, 2.600, -1.561], [2.023, 1.229, 0.251], [-1.707, -0.932, 0.535], [1.940, -1.190, 0.114], [1.192, -1.240, -1.311]],
  "atomic_forces_ev_per_a": [[-2.7, 0.4, 1.4], [1.6, 2.3, 5.6], [-2.1, 4.2, 4.1], [0.7, 1.1, -2.2], [0.2, 2.4, 3.4], [-1.1, 2.4, 0.6], [0.4, -2.2, -2.1], [1.3, -3.3, -4.0], [0.2, -0.8, -0.7], [1.2, 1.7, -0.1], [-0.3, -1.2, -1.6], [-0.6, -1.7, -1.0], [2.6, 0.5, -0.1], [0.6, -0.4, 0.7], [-0.8, -0.6, -3.4], [-0.1, -0.8, -0.8], [-0.8, -0.1, -1.0], [-1.2, -2.1, -1.0], [0.6, -1.9, 0.0], [2.7, 0.0, -1.3], [-2.1, 0.9, 1.4], [-1.0, 1.2, 1.0], [1.9, -1.3, 1.0], [-1.0, -0.5, 0.2]],
  "e_homo_ev": [-3.8, -9.4],
  "spin_multiplicity": 3,
  "s_squared": 2.013,
  "e_lumo_ha": [0.0266, -0.0752],
  "fmax_ha_per_bohr": 0.122
}

---

{
  "formula": "C5H13N3O3S",
  "method": "ωB97M-V/def2-TZVPD",
  "elements": ["C", "C", "C", "C", "C", "N", "N", "N", "O", "O", "O", "S", "H", "H", "H", "H", "H", "H", "H", "H", "H", "H", "H", "H", "H"],
  "positions_angstrom": [[2.146, 1.275, -0.880], [1.602, 0.499, 1.475], [1.463, -1.076, -0.620], [-1.646, -0.565, 0.756], [1.197, 0.330, -0.089], [-1.961, -2.657, -0.432], [-1.734, -1.663, 0.275], [-0.233, 0.669, -0.336], [-2.604, 1.859, 0.496], [-2.767, 0.548, -1.503], [-4.148, -0.048, 0.309], [-3.015, 0.631, -0.108], [2.292, 2.296, -0.423], [3.108, 0.759, -0.804], [1.767, 1.321, -1.903], [2.681, 0.754, 1.569], [1.348, -0.440, 2.108], [1.170, 1.484, 1.793], [1.701, -1.306, -1.625], [2.155, -1.624, 0.018], [0.507, -1.671, -0.376], [-1.231, -0.201, 1.654], [-2.685, -3.241, -0.154], [-0.463, 1.612, -0.005], [-0.650, 0.454, -1.195]],
  "atomic_forces_ev_per_a": [[-0.1, 0.1, 1.0], [-0.7, -0.2, -0.9], [-2.5, -2.0, 2.9], [-0.4, 2.2, -0.9], [0.9, 1.1, -0.2], [3.4, 3.2, -0.6], [-1.9, -4.5, -1.1], [1.9, 0.7, 3.0], [-0.2, 0.5, 0.7], [0.8, -0.4, -1.4], [-3.2, -1.5, 1.8], [2.0, 1.3, -0.5], [-0.5, -0.9, -0.5], [0.2, 0.3, -0.5], [0.4, 0.2, 0.0], [-0.5, -0.8, -0.3], [0.2, 1.9, -0.9], [-0.3, -1.2, 0.2], [0.2, 0.6, -1.2], [0.6, 0.3, -0.1], [1.3, 0.7, -0.7], [0.3, -0.1, 0.9], [-2.0, -1.0, 1.5], [0.0, -0.5, -0.6], [-0.1, -0.1, -1.7]],
  "e_homo_ev": -9.2,
  "de_lowest_kcal_mol": 83.3,
  "e_lumo_ha": -0.0411,
  "fmax_ha_per_bohr": 0.097
}

---

{
  "formula": "C5H13N3OP",
  "method": "ωB97M-V/def2-TZVPD",
  "elements": ["C", "C", "C", "C", "C", "N", "N", "N", "O", "P", "H", "H", "H", "H", "H", "H", "H", "H", "H", "H", "H", "H", "H"],
  "positions_angstrom": [[-0.404, 0.002, -0.185], [1.554, -1.378, -0.197], [-0.688, -2.434, 0.216], [0.884, 1.702, 0.982], [-0.725, 2.226, -0.754], [0.108, -1.176, -0.028], [-0.123, 1.240, 0.025], [-2.770, -0.020, -0.304], [-5.214, -0.164, -0.311], [-4.087, -0.024, 0.616], [1.981, -0.357, -0.568], [2.149, -1.717, 0.655], [1.669, -2.129, -1.045], [-0.566, -3.182, -0.507], [-0.453, -2.877, 1.199], [-1.740, -2.052, 0.380], [1.865, 1.845, 0.432], [0.545, 2.567, 1.437], [0.985, 0.890, 1.653], [-1.741, 1.870, -1.230], [-1.005, 3.109, -0.084], [0.038, 2.594, -1.598], [-3.035, -0.070, -1.309]],
  "atomic_forces_ev_per_a": [[-2.6, -0.7, 1.1], [1.3, 1.4, -2.8], [-1.9, 2.4, 2.6], [2.0, -1.9, -2.1], [-2.0, 3.3, -3.1], [0.0, -0.6, 0.5], [0.6, -1.8, 0.1], [3.2, -0.1, -2.2], [-0.4, 0.0, -0.4], [-1.0, 0.0, 1.9], [-0.5, -2.0, 0.6], [-0.7, 0.1, 0.3], [0.0, 0.9, 1.1], [0.2, -0.6, -1.5], [0.5, 0.4, -0.4], [1.0, -0.8, -0.8], [-1.1, 0.1, 0.8], [-0.6, 1.7, 0.9], [0.4, -0.5, 1.1], [2.3, 0.6, 0.9], [0.5, -1.1, -1.0], [-1.8, -0.7, 1.8], [0.5, -0.1, 0.5]],
  "total_charge": 1,
  "e_homo_ev": [-13.0, -12.5],
  "de_lowest_kcal_mol": 78.4,
  "e_lumo_ha": [-0.2040, -0.2233],
  "fmax_ha_per_bohr": 0.096
}